1.
{"formula": "C14H46N10O9", "method": "wB97M-V/def2-TZVPD", "fmax_ev_per_a": 2.563, "de_lowest_kcal_mol": 30.5, "e_tot_ev": -48596.05725, "charge": 0, "species": ["H", "C", "H", "N", "H", "N", "H", "C", "C", "N", "H", "N", "O", "N", "O", "C", "H", "H", "C", "H", "H", "H", "H", "C", "H", "O", "H", "H", "H", "H", "N", "H", "H", "C", "C", "H", "N", "H", "H", "H", "H", "H", "H", "H", "H", "H", "H", "H", "H", "H", "N", "O", "C", "H", "O", "H", "C", "H", "H", "H", "H", "H", "H", "O", "H", "O", "C", "C", "H", "H", "H", "H", "C", "N", "H", "N", "C", "O", "O"], "positions_angstrom": [[9.4233, 21.5716, 12.8392], [6.4639, 26.0061, 9.2369], [6.3415, 15.8433, 11.3153], [6.2909, 27.2179, 8.6152], [4.4264, 19.5344, 14.9874], [5.8695, 24.9660, 8.6157], [5.8072, 14.3566, 9.7230], [8.9809, 19.5763, 12.3728], [6.2331, 17.5316, 9.9705], [5.9569, 20.5090, 10.8255], [4.0964, 20.7303, 9.2914], [3.2545, 21.0034, 5.9308], [5.7840, 15.2669, 9.4184], [9.4827, 18.5576, 11.6379], [6.7441, 25.8667, 12.9130], [6.4759, 23.4085, 12.9465], [3.0326, 16.9391, 13.1832], [10.3397, 18.6280, 11.1332], [5.7096, 16.2163, 10.5039], [2.6415, 20.2193, 5.8711], [0.2735, 18.8751, 10.8486], [10.3757, 19.1523, 9.4261], [5.1530, 20.1917, 11.3677], [1.1194, 18.7729, 9.1251], [10.6338, 20.7534, 12.0629], [1.1825, 18.9139, 10.5359], [6.4639, 23.4274, 11.8530], [9.2633, 21.9243, 6.7932], [7.2423, 25.8471, 12.0785], [0.3739, 19.4667, 8.7152], [1.2505, 22.0644, 6.1007], [0.6772, 22.8656, 6.2954], [2.7432, 19.9976, 13.4843], [4.6818, 19.2671, 13.9563], [5.9912, 21.3055, 9.7370], [2.5483, 20.1528, 8.3983], [9.7915, 19.8908, 9.1080], [5.6843, 27.2412, 7.8217], [8.1809, 24.5270, 13.2199], [3.2886, 18.4915, 8.7862], [0.7182, 17.8390, 8.7150], [8.2706, 21.5241, 8.2988], [5.2503, 18.3621, 14.1829], [6.7448, 27.9822, 9.0795], [5.3070, 25.1235, 7.8025], [5.4476, 23.2028, 13.2527], [2.8408, 18.9034, 11.2776], [6.7287, 20.5500, 11.4799], [6.1239, 24.0606, 8.9800], [0.7956, 21.1790, 6.2032], [4.7866, 21.4351, 9.1252], [7.1886, 25.8632, 10.2192], [10.0161, 20.5562, 7.9572], [9.1304, 17.6341, 11.8145], [3.1582, 23.2942, 5.8849], [4.7054, 16.2692, 10.9317], [7.1340, 24.6547, 13.5331], [1.5726, 17.7636, 13.3945], [5.3393, 19.9979, 13.4927], [4.2431, 21.0204, 5.7540], [5.5897, 18.0298, 9.2476], [2.2827, 18.8544, 7.3656], [9.2005, 20.2225, 9.8510], [7.0085, 21.8746, 9.3153], [7.1878, 17.3811, 9.4671], [10.9690, 20.2587, 7.2145], [2.5941, 22.2087, 5.8934], [2.4423, 19.0691, 8.4236], [2.6492, 17.6945, 14.7394], [7.0705, 22.5098, 13.1445], [4.7748, 22.0836, 8.3571], [7.1628, 24.5986, 14.6210], [2.6330, 17.8373, 13.6578], [9.0874, 21.4796, 7.6769], [6.3562, 18.1170, 10.8789], [9.6653, 20.7334, 12.3443], [3.3441, 19.1276, 13.2198], [3.6368, 19.0842, 11.8148], [7.9870, 19.4519, 13.1039]], "atomic_forces_ev_per_a": [[-0.745, -0.345, 0.302], [0.916, 0.286, -0.077], [0.194, 0.240, 0.060], [0.138, -0.981, 0.790], [0.079, 0.712, -0.127], [-0.082, -0.069, 0.414], [-0.105, 0.098, 0.265], [-1.069, -0.151, 2.325], [-0.007, -0.468, 0.799], [0.991, 0.068, 1.396], [-0.287, 0.230, -0.129], [-0.479, 1.119, -0.265], [-0.303, 0.168, -0.106], [-0.059, -0.539, -0.055], [-0.177, -0.235, 0.865], [-0.403, -0.499, -0.460], [0.592, 0.201, 0.074], [0.254, 0.054, 0.153], [0.434, -1.002, -0.778], [0.706, -0.722, -0.251], [0.124, -0.004, 0.318], [0.570, -0.144, -0.842], [-0.534, 0.191, -1.135], [-0.403, 0.269, -1.475], [-0.160, -0.187, -0.309], [-0.175, -0.419, -0.593], [0.015, 0.452, -0.013], [-0.586, 0.305, 0.144], [-0.642, 0.391, -0.091], [0.134, 0.410, 0.216], [-0.695, 0.279, -0.229], [0.277, 0.168, -0.147], [-0.180, 0.128, -0.267], [-0.505, -0.151, 0.898], [-0.325, -0.222, 0.592], [0.616, -0.070, 0.427], [-0.472, -0.585, 1.794], [0.046, 0.768, -0.094], [0.231, -0.103, 0.480], [0.105, 0.195, 0.101], [0.280, -0.615, 0.962], [0.202, 0.651, -0.877], [-0.103, -0.324, -0.972], [-0.303, 0.359, -0.389], [-0.067, -0.501, -0.110], [0.028, 0.194, 0.220], [0.098, 0.174, 0.673], [0.418, 0.047, -0.528], [-0.154, -0.184, -0.337], [0.104, -0.170, -0.048], [0.501, 0.414, -0.161], [-0.223, 0.180, -0.326], [1.480, -0.707, -1.518], [-0.152, 0.082, 0.039], [-0.232, -0.449, -0.381], [-0.172, 0.208, -0.274], [1.374, -1.021, -1.433], [-0.044, 0.557, -0.135], [-0.001, 0.110, 0.236], [-0.092, -0.446, -0.199], [-0.268, -0.027, 0.212], [0.112, -0.495, 0.060], [-0.328, 0.404, -0.441], [-0.638, 0.105, 0.602], [0.116, -0.037, 0.195], [-0.825, 0.421, 0.670], [0.578, 0.361, 1.428], [-1.185, 0.432, -0.080], [0.239, 0.110, 0.025], [-0.029, 0.043, 0.477], [-0.432, -0.370, -0.255], [-0.571, 0.759, 0.056], [-0.671, -0.250, -0.043], [0.332, -0.106, 0.057], [0.146, 0.561, -0.396], [1.652, 1.026, -0.828], [0.662, -1.352, 0.001], [-0.099, 0.113, -0.045], [0.233, -0.090, -1.105]]}

---

2.
{"formula": "C14H48Cl2N22O13PS", "method": "wB97M-V/def2-TZVPD", "fmax_ev_per_a": 12.416, "e_tot_ev": -119863.21214, "charge": 1, "species": ["N", "O", "N", "H", "O", "H", "H", "H", "H", "H", "H", "O", "C", "C", "Cl", "O", "H", "H", "N", "N", "N", "N", "H", "N", "S", "N", "C", "O", "N", "N", "O", "H", "N", "O", "C", "H", "H", "H", "N", "O", "N", "H", "N", "H", "H", "H", "H", "N", "O", "H", "H", "H", "H", "H", "C", "C", "C", "H", "H", "C", "H", "C", "C", "Cl", "C", "O", "N", "N", "H", "H", "H", "H", "H", "O", "H", "H", "H", "P", "C", "H", "H", "N", "H", "O", "N", "H", "C", "H", "H", "H", "H", "N", "H", "H", "N", "H", "H", "N", "O", "H", "C"], "positions_angstrom": [[0.3544, 0.5213, -4.8403], [-4.2713, 3.1205, 2.2415], [1.7641, 2.9803, 2.1430], [-3.4945, 5.4048, 6.3066], [2.4656, -0.6724, 0.8745], [-2.4214, -2.5735, 4.7437], [-0.1634, -6.7114, 2.2827], [4.2229, -7.1553, 7.5135], [2.3683, 5.5463, -7.4356], [2.5441, -5.0282, 5.2946], [2.4462, 3.1113, 2.8784], [1.5306, -7.2127, 5.8399], [-1.7311, -7.2335, -1.5840], [1.8039, -1.0985, 1.8078], [3.7416, 4.3339, -2.7312], [-6.2845, 4.3971, 7.4261], [1.7197, -1.4418, 3.8585], [0.1959, -1.6304, 0.7107], [-1.9584, -0.9619, 7.4443], [3.8742, 3.3171, -9.1288], [-0.3923, 2.7613, 1.4912], [-0.7409, -5.3828, 4.3143], [2.7351, 3.4394, -4.9275], [2.8912, 5.1291, -8.1945], [0.6653, 1.7199, -3.5578], [-5.5982, 2.4931, 3.9509], [4.7896, 2.4986, -4.5922], [-1.9108, -4.1280, 2.8539], [-4.3584, 4.8928, 6.3677], [-0.7618, -5.9201, 2.1158], [0.7547, 4.9870, -3.8653], [-5.7296, 2.2394, 4.9154], [1.3651, 0.6729, -9.0560], [-0.4432, -1.8280, 6.0193], [3.1780, 3.8187, -8.0928], [3.9552, -5.2203, 6.2924], [-1.3763, 2.7230, 1.7231], [-2.9111, -0.7898, 7.7178], [-1.3922, -6.1723, -2.3381], [-2.1764, 0.9417, -5.7492], [-3.3767, 2.7748, 4.2803], [-1.6244, 4.0540, -2.8084], [-2.1976, -8.2866, -2.2790], [0.2889, 2.6735, -6.3732], [-2.2931, -8.2999, -3.2803], [-5.5195, 6.0538, 9.0895], [5.3818, 1.8356, -3.8026], [2.2499, -1.0954, 3.0770], [-1.6239, -7.2404, -0.3678], [0.4124, 0.8450, -8.7825], [3.1654, 5.7044, -8.9728], [0.7930, 4.9820, -2.8641], [-3.4685, 2.5262, 5.2507], [4.1108, 2.3342, -9.0919], [1.7165, 0.0039, -10.1690], [0.4702, 2.9371, 2.5085], [2.5041, 1.8181, -3.1929], [-0.1132, 2.6676, 0.5293], [0.9021, -0.9386, -11.7566], [-1.0103, 0.5400, -5.1666], [-1.4733, -6.1478, -3.3405], [-4.4067, 2.8156, 3.4159], [2.5880, -6.7891, 6.2792], [2.6426, 2.2353, -1.3536], [-5.2417, 5.0298, 7.3730], [-1.7570, 3.7313, -3.7560], [3.3494, -7.4873, 7.1408], [-0.1293, 3.5574, -6.0124], [0.0092, -1.9650, 2.4067], [-1.0363, -5.3584, -1.8541], [2.1142, 1.0170, -8.4697], [-6.3999, 2.5112, 3.3342], [-2.4621, 3.0108, 3.9182], [2.8803, -0.1931, -10.4810], [-4.5905, 4.2322, 5.6375], [-1.0357, -4.7775, 5.0694], [2.0816, 2.8906, 1.1927], [-0.1107, 3.5683, -4.3787], [-1.1842, -5.0827, 3.0802], [3.0032, 0.7482, -3.3329], [4.1660, 3.8601, -9.9238], [3.0864, -5.5862, 5.9411], [-3.6070, -1.9127, 5.8305], [0.1080, 3.0484, 3.6692], [0.6813, -0.4303, -10.9102], [-1.0726, -5.7298, 1.1721], [-1.6070, -1.6309, 6.3313], [-1.2093, -0.6178, 8.0306], [5.4284, 3.5019, -4.6920], [3.0104, -8.3983, 7.4212], [3.1748, -0.7192, 3.2391], [-2.6422, -2.0651, 5.5900], [-2.4641, -9.1064, -1.7494], [-4.0280, 6.4507, 8.2886], [-4.8825, 5.9204, 8.3150], [-0.2835, -0.2778, -10.6698], [4.7118, 2.0042, -5.6506], [0.5694, -1.6094, 1.6506], [2.8345, 3.1399, -7.1379], [-0.1422, -6.1645, 4.5205], [3.3084, 2.9979, -3.9971]], "atomic_forces_ev_per_a": [[-6.000, 0.861, -0.708], [0.219, 0.078, -0.423], [1.442, 0.239, 0.114], [-0.153, -0.099, -0.035], [0.370, 0.399, -0.678], [-0.146, -0.021, -0.019], [-0.187, 0.102, -0.015], [-0.185, -0.057, -0.079], [0.133, -0.084, -0.332], [0.208, -0.150, 0.263], [-0.225, -0.084, -0.307], [-0.339, -0.070, -0.207], [-0.041, -0.232, 0.588], [-0.116, -0.049, 0.103], [-0.320, -0.244, -2.275], [-0.057, -0.182, -0.049], [-0.078, 0.074, -0.024], [0.124, -0.063, 0.479], [0.178, 0.827, 1.293], [0.442, -0.858, -0.274], [-1.288, -0.077, -0.794], [0.060, 0.290, 1.132], [0.905, -0.761, 2.053], [-0.485, 0.935, 0.551], [-0.403, -1.740, 1.146], [-1.292, -0.196, 0.047], [0.399, 0.780, 0.636], [-0.512, 1.044, -0.125], [0.603, -0.537, -1.100], [0.134, 0.029, -0.994], [-2.051, -3.855, 1.189], [-0.052, 0.044, -0.097], [0.059, 0.756, 1.477], [0.471, -0.075, -0.142], [0.321, 0.506, -0.879], [-0.182, -0.081, -0.055], [0.167, -0.005, -0.198], [0.186, -0.076, -0.050], [0.511, 1.451, -0.448], [10.307, -4.368, 5.371], [1.193, 0.158, 0.376], [-0.832, -0.386, -1.369], [-0.483, -1.217, -0.248], [-0.147, 0.986, 0.113], [0.018, 0.000, 0.206], [0.265, -0.024, -0.292], [-1.470, 1.268, -1.719], [0.906, 0.188, 0.917], [0.084, 0.109, 0.073], [0.170, 0.012, -0.147], [-0.039, -0.121, 0.124], [0.213, 0.455, -1.203], [0.114, -0.111, -0.173], [-0.020, 0.271, -0.240], [0.622, -0.294, -0.464], [-0.092, -0.006, 0.616], [2.539, 0.244, 0.348], [0.010, -0.086, 0.272], [-0.119, 0.191, 0.306], [-3.311, 4.863, -3.738], [0.010, -0.033, 0.207], [-0.020, -0.097, -0.366], [-0.327, -0.114, -0.133], [-1.312, -2.060, -1.795], [-0.611, -0.241, 0.092], [4.860, -0.109, 1.000], [0.385, -1.064, 0.813], [0.329, -1.244, 4.174], [-0.047, -0.074, -0.038], [-0.144, -0.330, -0.232], [-0.338, 0.016, -0.105], [0.262, 0.020, 0.301], [-0.025, -0.107, 0.316], [0.112, 0.141, 0.122], [0.119, 0.542, 0.187], [0.188, -0.253, -0.198], [-0.106, -0.080, 0.307], [-2.147, 4.702, -4.829], [0.394, -0.553, 0.152], [-1.446, 2.202, 0.156], [-0.075, -0.114, 0.116], [0.122, 1.257, -0.653], [0.198, -0.046, -0.023], [-0.209, 0.047, 0.073], [-0.715, -0.615, -0.997], [0.022, -0.468, 0.256], [0.117, -0.134, -0.290], [-0.327, -0.125, -0.196], [-1.523, -2.271, 0.079], [0.160, 0.351, -0.083], [-0.399, -0.160, -0.042], [-0.556, -0.523, -0.891], [0.087, 0.297, -0.228], [-0.176, -0.100, -0.006], [-0.030, 0.813, 1.221], [0.189, -0.021, -0.071], [-0.104, 0.849, 2.217], [-0.989, -0.273, -0.670], [-0.344, -0.813, 0.960], [0.078, -0.035, 0.162], [1.592, -0.133, -0.959]]}

---

3.
{"formula": "C14H48O10", "method": "wB97M-V/def2-TZVPD", "fmax_ev_per_a": 3.623, "de_lowest_kcal_mol": 136.5, "e_tot_ev": -35765.04959, "charge": 0, "species": ["H", "O", "H", "C", "H", "O", "O", "H", "C", "H", "C", "H", "H", "O", "O", "H", "H", "O", "O", "H", "H", "H", "H", "H", "C", "O", "H", "H", "H", "H", "H", "H", "H", "H", "C", "H", "H", "H", "C", "H", "C", "H", "H", "H", "H", "H", "H", "H", "H", "H", "H", "H", "H", "C", "H", "C", "H", "C", "H", "H", "H", "C", "C", "C", "H", "H", "H", "H", "O", "C", "O", "H"], "positions_angstrom": [[20.2465, 8.0984, 0.7681], [23.3631, 7.1792, -2.8100], [22.9125, 5.7898, -0.7537], [20.2750, 7.4247, -0.0477], [18.9987, 6.4987, -1.1352], [22.5346, 3.6501, -0.4788], [21.7065, 11.8850, -4.9445], [22.6498, 7.2747, 1.1913], [20.8231, 7.5735, -5.5176], [23.3356, 11.3877, -1.6786], [19.0641, 10.4910, -1.6463], [18.8747, 10.0075, 0.4641], [23.0627, 6.1222, -7.3468], [22.6496, 8.8014, 2.5632], [23.7070, 6.4208, -6.6943], [22.8607, 12.0113, 1.9751], [19.8486, 11.2913, -1.5907], [21.7047, 10.8088, 0.7633], [17.1515, 9.5150, -0.4642], [23.4595, 6.4698, -3.4897], [22.6293, 9.6954, 2.1810], [18.4834, 10.7132, -2.5304], [22.5731, 12.4888, 0.2967], [21.9736, 11.0609, -2.5587], [21.0298, 8.7533, -4.6917], [22.5468, 9.4200, -1.4066], [23.2388, 11.4420, -6.2802], [20.8238, 6.5162, 0.3005], [20.7762, 9.7148, -5.1385], [24.9179, 9.5019, -7.0770], [25.5881, 7.0572, -7.0435], [21.4790, 7.5514, -6.4116], [16.5275, 9.9232, -1.1297], [22.1435, 8.8256, -4.7647], [22.7326, 11.6704, 1.0030], [24.1813, 4.6796, -0.6498], [22.3636, 13.0839, -6.4092], [23.6316, 8.4612, 0.8024], [23.3319, 7.9438, 1.6595], [22.5755, 3.5159, -1.4015], [24.2855, 8.7096, -6.6039], [23.4026, 4.9727, 0.8498], [23.8827, 6.7727, 3.3453], [20.7457, 8.5913, -3.6176], [20.8768, 12.3377, -4.9212], [21.6082, 11.5512, -6.8754], [19.2554, 6.5935, -6.1237], [24.4169, 8.6875, -5.4568], [24.4720, 7.1653, -8.3223], [21.2072, 6.6827, -5.0388], [25.1043, 7.9918, -3.0692], [23.5570, 10.2552, -3.1223], [24.9703, 6.4250, 1.9191], [23.2047, 4.8698, -0.2003], [19.4412, 9.5433, -1.7955], [24.6455, 7.4381, -2.2816], [25.2894, 6.5350, -2.1050], [24.5932, 7.3498, -7.2533], [25.0879, 7.9594, 2.8050], [23.6276, 11.2147, 0.6133], [20.8525, 7.7386, -0.9184], [18.2127, 10.4141, -0.3391], [22.8806, 10.5392, -2.2549], [22.2896, 12.0287, -6.1947], [24.5846, 8.0614, -1.3407], [22.8254, 8.6012, -1.7818], [21.9254, 10.3300, -0.0324], [17.8919, 11.4166, -0.0857], [19.4130, 7.4658, -5.7828], [24.3742, 7.2062, 2.4898], [18.9532, 7.0233, -0.3472], [23.2389, 8.9723, -6.8743]], "atomic_forces_ev_per_a": [[0.104, 1.004, 0.501], [-0.544, -1.606, -0.236], [-0.820, -0.575, 0.794], [0.626, -2.562, -0.235], [-0.169, -0.423, -0.557], [-1.135, 0.563, 1.759], [0.791, -0.627, 1.827], [-0.966, -1.001, 0.150], [-0.893, -1.058, -1.145], [0.388, -1.166, -0.102], [-0.649, 2.213, 1.162], [-0.575, 0.519, -0.504], [0.280, 0.143, 0.184], [0.088, 0.491, -0.112], [-0.809, -1.428, 1.009], [-0.135, 0.401, 1.906], [-0.469, -0.893, 0.172], [-2.045, -1.080, 1.250], [-1.720, 0.676, -1.262], [-0.315, 0.957, 0.678], [-0.433, -0.646, 0.111], [-0.588, 0.226, -0.178], [0.325, 0.928, 0.467], [-0.168, -0.707, -0.723], [2.537, 0.771, 1.032], [0.028, 2.032, 0.274], [-0.600, 0.888, 0.457], [-0.144, 0.521, 0.099], [-0.811, -0.274, 0.242], [-0.269, -0.494, 0.674], [1.169, -0.393, 0.454], [-0.812, 0.627, -0.188], [0.902, -0.861, 1.107], [-0.461, 0.178, 0.887], [0.876, 0.893, -3.400], [0.737, 0.423, 0.260], [0.640, 0.262, -0.553], [1.454, 1.255, -1.094], [-0.499, -0.689, 1.533], [-0.016, -0.306, -1.488], [0.073, 0.580, -0.592], [-0.586, 0.221, 0.435], [-0.046, -0.221, 0.263], [0.053, 0.536, -1.113], [-0.688, 0.404, -0.061], [-0.174, -0.044, -1.091], [-0.322, -0.565, -0.290], [-0.165, -0.064, -1.926], [0.215, 1.369, -0.325], [-0.209, -0.450, 0.746], [1.142, 0.814, -0.162], [-1.038, 0.366, 1.031], [-0.871, 0.765, 0.594], [1.817, -0.425, -1.770], [1.334, -1.949, -0.388], [1.145, -0.165, 0.589], [-0.850, 0.593, 0.083], [-0.898, 0.332, 0.040], [0.212, -0.020, 0.398], [1.078, -0.167, 0.392], [-0.279, 0.652, 0.038], [1.885, -0.094, -0.498], [0.563, 0.581, -0.051], [0.040, -0.692, -0.620], [0.009, -0.848, -1.066], [-0.072, -0.758, -0.781], [-0.135, -0.737, -0.455], [-0.235, 0.284, 0.384], [0.696, 0.142, -0.091], [1.011, -0.168, -1.646], [-0.177, 0.635, 0.207], [0.572, -0.087, 0.514]]}

---

no.,HOMO-LUMO gap (eV)
1,8.831
2,4.551
3,9.361